DFT (ωB97M-V/def2-TZVPD) results for a structure of composition C43H54FN2NaO3SSi.

Atoms and positions in Å:
Na 1.93153 -1.68724 -0.61172
C -5.37580 -1.85151 -1.00754
C -4.97483 -2.58943 -2.27963
C -5.57615 -1.87563 -3.48260
C -5.06911 -2.46452 -4.78764
C -3.57380 -2.33469 -4.82699
C -2.88943 -2.10138 -5.99854
C -1.50432 -1.99662 -5.97762
F -0.86806 -1.76654 -7.15738
C -0.78524 -2.11572 -4.82458
C -1.46323 -2.35130 -3.62438
C -0.66302 -2.44977 -2.37180
O 0.52317 -2.14364 -2.41026
C -1.40814 -2.92848 -1.22680
C -2.75678 -2.98992 -1.32480
N -3.50888 -2.67297 -2.41686
C -2.85697 -2.44541 -3.62051
C -0.83128 -3.31503 0.15758
O -1.60536 -3.98211 0.87061
O 0.31682 -2.90440 0.42473
H -6.46366 -1.75726 -0.97964
H -4.93691 -0.85311 -1.00430
H -5.05878 -2.35909 -0.09971
H -5.37228 -3.61264 -2.24617
H -5.30587 -0.81620 -3.43173
H -6.66338 -1.94494 -3.40946
H -5.51208 -1.95966 -5.64823
H -5.35754 -3.52046 -4.84892
H -3.41969 -1.99919 -6.93780
H 0.29165 -2.01661 -4.79902
H -3.28693 -3.31660 -0.44089
C 2.65990 0.39520 6.91529
C 2.61897 1.09495 5.54907
C 1.20549 0.96360 4.98826
C 2.92355 2.58842 5.73403
C 3.66596 0.47036 4.62415
C 5.01422 0.48544 5.02635
C 6.01283 -0.08315 4.26151
C 5.66417 -0.68191 3.05656
S 6.65137 -1.49893 1.89808
C 5.19991 -1.81403 0.91190
N 4.11432 -1.32792 1.41156
C 4.33455 -0.69657 2.62125
C 3.33769 -0.11699 3.41300
C 5.31761 -2.59219 -0.33711
C 6.50529 -3.30279 -0.57275
C 6.63951 -4.06618 -1.71659
C 5.57210 -4.11681 -2.61255
C 4.40700 -3.41018 -2.34586
C 4.21092 -2.60278 -1.20595
H 1.91331 0.83367 7.58343
H 3.63766 0.48936 7.39106
H 2.43905 -0.66816 6.80510
H 0.49017 1.40658 5.68587
H 0.92252 -0.07914 4.83589
H 1.10357 1.48349 4.03647
H 2.17953 3.04473 6.39303
H 2.89035 3.10444 4.77280
H 3.91032 2.74924 6.17225
H 5.28428 0.94536 5.96956
H 7.04196 -0.06911 4.59949
H 2.31852 -0.15699 3.05042
H 7.32139 -3.28991 0.14499
H 7.55038 -4.62504 -1.90103
H 5.65763 -4.71441 -3.51688
H 3.60198 -3.48601 -3.07592
C -0.86332 4.79828 -0.03939
C 0.11580 3.62121 -0.07808
C 1.20129 3.95095 -1.11407
C 0.85028 3.57949 1.26562
Si -0.57017 1.76737 -0.47833
C -1.93663 2.05183 -1.93860
C -1.29516 2.85605 -3.07463
C -2.23466 0.67191 -2.54575
C -3.27096 2.72563 -1.60229
C -1.65181 1.27670 1.14616
C -0.67516 0.67296 2.16844
C -2.61557 0.13776 0.80414
C -2.46829 2.36440 1.85281
H -0.33622 5.72732 0.23828
H -1.66533 4.64816 0.68524
H -1.32623 4.97480 -1.01237
H 1.70514 4.89374 -0.84527
H 0.80258 4.06752 -2.12199
H 1.95341 3.15945 -1.14942
H 1.42247 4.50952 1.41490
H 1.55905 2.74543 1.29186
H 0.17231 3.47462 2.11399
H -0.31278 2.45332 -3.33772
H -1.17312 3.91097 -2.82217
H -1.92955 2.80647 -3.97426
H -1.31076 0.20695 -2.89807
H -2.91753 0.76820 -3.40807
H -2.69133 -0.01865 -1.83474
H -3.13570 3.72267 -1.17869
H -3.85945 2.14523 -0.89000
H -3.88426 2.83514 -2.51390
H -0.18217 -0.21183 1.75864
H -1.21797 0.36216 3.07494
H 0.09994 1.37744 2.47132
H -2.10226 -0.67240 0.28168
H -3.45190 0.47383 0.18900
H -3.03691 -0.28772 1.72814
H -1.83793 3.15521 2.26384
H -3.02770 1.92954 2.69806
H -3.19504 2.83482 1.18667

Properties
**Total charge**: -2
**Multiplicity**: 1
**E_LUMO**: 3.789 eV
**Molecular weight**: 749.1 g/mol
**DFT total energy**: -2956.11862 a.u.



DFT (ωB97M-V/def2-TZVPD) results for a structure of composition C43H54N5O2P2SeTeW.

Atoms and positions in Å:
W 0.01150 -0.22554 -0.20086
C 2.66830 0.67034 3.49607
N 1.78576 0.56997 2.32007
P 0.15822 0.14357 2.28651
C -0.20559 -0.81037 3.76185
C -0.50859 -2.17078 3.75602
C -0.71183 -2.84312 4.95291
C -0.60576 -2.16610 6.15843
C -0.30993 -0.80812 6.17398
C -0.11383 -0.12937 4.98445
C -0.95094 1.56598 2.30438
C -2.11703 1.59004 3.08586
C -2.97346 2.67207 3.01012
C -2.70452 3.72438 2.13651
C -1.58205 3.68908 1.32795
C -0.70251 2.61598 1.41181
P 2.24089 0.69130 0.68841
C 3.84137 -0.03047 0.31125
C 3.93663 -0.95254 -0.72729
C 5.17377 -1.41261 -1.15505
C 6.32481 -0.95742 -0.53163
C 6.24332 -0.02098 0.49438
C 5.01245 0.46103 0.90013
C 2.53609 2.43981 0.37308
C 2.95123 2.82145 -0.90460
C 3.23286 4.14920 -1.17185
C 3.11587 5.09919 -0.16293
C 2.71110 4.72368 1.10932
C 2.41202 3.39544 1.37996
H 2.16244 1.18409 4.30958
H 3.54649 1.25534 3.23715
H 2.98183 -0.31679 3.83314
H -0.60447 -2.71302 2.82704
H -0.94937 -3.89832 4.94262
H -0.75756 -2.69507 7.08979
H -0.23447 -0.27777 7.11357
H 0.09579 0.93314 5.01157
H -2.34250 0.77849 3.76235
H -3.85286 2.70455 3.64034
H -3.37231 4.57531 2.10012
H -1.36660 4.50422 0.64948
H 0.20679 2.65305 0.82405
H 3.03030 -1.30074 -1.20991
H 5.24462 -2.11829 -1.97241
H 7.29225 -1.31545 -0.85697
H 7.14599 0.35082 0.95962
H 4.97120 1.24146 1.64848
H 3.07429 2.08107 -1.68806
H 3.55468 4.44547 -2.16087
H 3.34628 6.13533 -0.37083
H 2.62992 5.46377 1.89387
H 2.08033 3.11325 2.37115
N 0.46310 -0.95800 -2.36864
N -0.37207 -0.11941 -3.14436
C -0.55462 1.15227 -2.63833
O -1.17021 2.01692 -3.16387
O 0.02850 1.27563 -1.39087
H 1.44071 -0.85031 -2.64545
H 0.18702 -1.91975 -2.53888
H -0.36908 -0.24213 -4.14934
C -6.21921 2.65388 -2.63959
C -5.81183 1.21856 -2.32474
C -4.29902 1.03832 -2.19543
C -3.70247 1.64418 -0.92956
N -4.10734 0.91584 0.28202
C -3.59547 -0.23810 0.72494
Se -2.25754 -1.28897 -0.13611
N -4.27431 -0.65762 1.79780
C -4.11612 -1.93617 2.50397
C -4.73933 -3.12560 1.77933
C -6.20111 -2.95808 1.35421
C -6.39810 -2.20902 0.03656
C -5.26791 0.27484 2.07679
C -6.22779 0.32909 3.08809
C -7.06556 1.42179 3.08057
C -6.96136 2.43015 2.10160
C -6.01387 2.37626 1.10450
C -5.16487 1.27015 1.11365
H -7.30086 2.74245 -2.72733
H -5.78220 2.98228 -3.58336
H -5.89867 3.36147 -1.87137
H -6.16719 0.56515 -3.12278
H -6.31076 0.86939 -1.41483
H -3.79699 1.51241 -3.04176
H -4.03919 -0.02497 -2.22926
H -4.01998 2.67642 -0.79127
H -2.61564 1.65440 -0.95133
H -4.58781 -1.79604 3.47526
H -3.05082 -2.08823 2.68162
H -4.64863 -3.96726 2.47039
H -4.13792 -3.38203 0.90200
H -6.77138 -2.47754 2.15465
H -6.62927 -3.95500 1.24706
H -6.22057 -1.13521 0.12125
H -7.41920 -2.32881 -0.32269
H -5.73471 -2.60569 -0.73684
H -6.32617 -0.44365 3.83716
H -7.83076 1.50599 3.83976
H -7.65044 3.26286 2.13213
H -5.95132 3.14483 0.34782
C 2.56469 -3.71010 -0.00633
Te 0.60328 -2.96434 0.30540
C -0.25100 -4.05639 -1.30630
H 3.24526 -3.18324 0.65529
H 2.86720 -3.59811 -1.04270
H 2.51053 -4.76202 0.26621
H -0.24215 -5.10044 -1.00243
H 0.34291 -3.95228 -2.21280
H -1.27809 -3.73169 -1.45759

Properties
**Total charge**: +3
**Multiplicity**: 1
**E_LUMO (alpha / beta)**: -9.447 / -9.446 eV
**Molecular weight**: 1125.3 g/mol
**DFT total energy**: -5513.66391 a.u.



DFT (ωB97M-V/def2-TZVPD) results for a structure of composition C43H55CsN7O5P2 at a distorted geometry.

Atoms and positions in Å:
Cs -1.62143 -0.11190 0.50924
C -1.64454 -0.12909 3.95526
O -1.08004 1.04861 3.40664
C -0.10009 1.62338 4.23873
C 0.00555 3.10989 3.94881
O 0.33145 3.44546 2.62039
C 1.58441 2.98267 2.14554
H -2.02492 0.05598 4.96666
H -0.90762 -0.94214 4.00376
H -2.47803 -0.40448 3.31636
H 0.87496 1.13822 4.09149
H -0.36577 1.49601 5.29757
H 0.74676 3.52780 4.65205
H -0.95679 3.59185 4.13283
H 2.39326 3.27768 2.82458
H 1.73020 3.44115 1.16946
H 1.61740 1.89721 2.01465
N -0.70899 3.66873 -0.05154
C -0.83934 4.50364 -1.13243
C -0.94283 5.89186 -0.98190
C -1.01855 6.71700 -2.08605
C -0.99918 6.19047 -3.37127
C -0.88282 4.82068 -3.53677
C -0.78836 3.96901 -2.44026
P -0.58591 2.16040 -2.56898
C -1.18669 1.80399 -4.26234
C -2.52058 1.41448 -4.39133
C -3.05306 1.15342 -5.64415
C -2.25653 1.26151 -6.77613
C -0.92705 1.63528 -6.65460
C -0.39448 1.90925 -5.40244
C 1.21735 1.95660 -2.70483
C 2.11872 2.89603 -2.21050
C 3.48038 2.62263 -2.20401
C 3.96092 1.42343 -2.70594
C 3.06541 0.48844 -3.20756
C 1.70592 0.74202 -3.19196
H -1.07433 2.73359 -0.17967
H -0.83045 4.03991 0.87719
H -0.97264 6.30890 0.01761
H -1.10484 7.78659 -1.94270
H -1.07063 6.84164 -4.23170
H -0.86069 4.39720 -4.53262
H -3.13458 1.31994 -3.50135
H -4.09021 0.85524 -5.73577
H -2.67064 1.04839 -7.75307
H -0.30263 1.71569 -7.53511
H 0.64460 2.19900 -5.30406
H 1.75049 3.83956 -1.82749
H 4.17148 3.34821 -1.79577
H 5.01813 1.19488 -2.69357
H 3.43794 -0.44973 -3.59755
H 1.01124 -0.00333 -3.56549
N 3.87765 0.61972 1.36638
C 4.97560 0.68848 0.98732
N 6.23745 0.84869 0.63624
C 6.59637 0.13853 -0.42309
N 6.98582 -0.45546 -1.34177
O -0.09217 -2.18420 0.34406
P 0.72649 -3.27276 0.89392
N 1.23204 -2.87062 2.43324
C 1.71085 -1.47561 2.56021
C 2.56694 -1.46068 3.82382
C 3.03627 -2.90830 3.94529
C 1.79967 -3.68558 3.50513
N 2.00791 -3.51338 -0.16419
C 3.13128 -4.38744 0.18140
C 4.30761 -3.86126 -0.64206
C 3.97933 -2.38119 -0.79260
C 2.47528 -2.40830 -1.02180
N -0.09076 -4.70208 1.04938
C -1.12284 -4.94850 0.01862
C -1.19583 -6.46976 -0.11171
C 0.18438 -6.93725 0.34220
C 0.49650 -5.97234 1.47777
H 0.86301 -0.79107 2.63359
H 2.31290 -1.16844 1.70299
H 1.95861 -1.19292 4.69300
H 3.37734 -0.74140 3.72572
H 3.37824 -3.17687 4.94445
H 3.85422 -3.08871 3.24304
H 1.08898 -3.76551 4.33880
H 2.03515 -4.69661 3.17972
H 2.90934 -5.43363 -0.05131
H 3.36366 -4.32039 1.25228
H 4.32122 -4.34358 -1.62323
H 5.26821 -4.04691 -0.16512
H 4.54089 -1.89404 -1.58473
H 4.19708 -1.83973 0.12892
H 2.23332 -2.63060 -2.06871
H 1.98148 -1.47533 -0.76413
H -0.83247 -4.48617 -0.92913
H -2.07300 -4.51073 0.32602
H -1.43430 -6.77645 -1.12915
H -1.96629 -6.87190 0.54912
H 0.90755 -6.79317 -0.46540
H 0.21725 -7.98097 0.65163
H 1.56418 -5.88213 1.65653
H 0.02680 -6.30659 2.41027
O -3.89103 0.44036 1.84319
C -4.44590 0.96578 0.85163
O -3.94589 1.19703 -0.26983
C -5.91743 1.37187 1.03722
C -6.65839 1.80752 -0.05469
C -7.98810 2.16536 0.09632
C -8.58860 2.09965 1.34699
C -7.85162 1.67334 2.44307
C -6.52250 1.30917 2.28618
H -6.15716 1.85790 -1.01134
H -8.56118 2.49941 -0.75959
H -9.62770 2.38264 1.46586
H -8.31733 1.62542 3.42001
H -5.91773 0.96480 3.11409

Properties
**Total charge**: -1
**Multiplicity**: 1
**E_LUMO**: 1.794 eV
**Molecular weight**: 944.8 g/mol
**DFT total energy**: -3134.07281 a.u.



DFT (ωB97M-V/def2-TZVPD) results for a structure of composition C43H55InNO5PS6Si.

Atoms and positions in Å:
In -0.95480 0.09370 0.96640
O 0.26990 1.69880 -0.81640
C 0.51100 0.87820 -1.68210
C -0.44860 0.58070 -2.77090
C -0.80310 1.58550 -3.65990
C -1.77970 1.35380 -4.61210
C -2.40860 0.12000 -4.67110
C -2.06260 -0.88260 -3.78400
C -1.07600 -0.66930 -2.82780
P -0.61140 -1.92650 -1.56560
C -2.12600 -2.96370 -1.56530
C -2.39570 -3.96480 -2.49360
C -3.53530 -4.73700 -2.37040
C -4.41570 -4.52320 -1.32230
C -4.15980 -3.52160 -0.40060
C -3.02140 -2.74870 -0.52430
C 0.48420 -2.99130 -2.57710
C 0.74340 -4.27330 -2.09540
C 1.57330 -5.12470 -2.80110
C 2.16860 -4.69880 -3.97860
C 1.95140 -3.40870 -4.43200
C 1.11180 -2.55380 -3.73790
H -0.30040 2.53900 -3.59720
H -2.06700 2.14050 -5.29440
H -3.17110 -0.06630 -5.41320
H -2.55620 -1.84390 -3.83240
H -1.71780 -4.14030 -3.31690
H -3.73450 -5.51420 -3.09390
H -5.29110 -5.14590 -1.22140
H -4.84150 -3.34660 0.41790
H -2.81110 -1.97810 0.20390
H 0.27880 -4.59570 -1.17250
H 1.75380 -6.12490 -2.43780
H 2.80270 -5.36990 -4.53880
H 2.43500 -3.06460 -5.33440
H 0.93990 -1.55050 -4.10400
O -1.70700 2.38900 2.67720
C -3.04330 2.76450 2.40510
C -4.06670 1.89680 3.13810
C -4.03160 0.42360 2.70640
C -4.50140 0.23700 1.29570
C -5.73410 -0.34800 1.02100
C -6.18320 -0.39870 -0.28600
C -5.38380 0.12640 -1.29090
C -4.13860 0.61540 -0.93330
N -3.70850 0.67040 0.31820
H -1.54170 2.51480 3.61940
H -3.16080 2.64060 1.32730
H -3.19580 3.81950 2.67350
H -5.05920 2.30890 2.95370
H -3.87970 1.93930 4.21300
H -4.66140 -0.16150 3.37730
H -3.00760 0.05820 2.81070
H -6.33120 -0.74950 1.82490
H -7.14240 -0.83510 -0.51570
H -5.70690 0.14750 -2.32060
H -3.44900 0.99240 -1.67950
C 0.90110 -0.04500 3.61560
C 2.02620 0.56790 2.78260
C 1.97000 2.09030 2.85180
C 3.35680 0.03850 3.30860
O 1.83770 0.16880 1.40390
Si 2.95430 0.27580 0.23220
S 1.96480 -0.07030 -1.70150
O 3.54890 1.76210 0.25550
C 4.73850 2.39710 -0.19980
C 5.88680 1.92880 0.69190
C 4.49910 3.89670 -0.02120
C 4.99960 2.05140 -1.66290
O 4.15350 -0.80010 0.28140
C 4.24460 -2.21590 0.05370
C 2.91670 -2.89230 0.34990
C 4.64580 -2.42560 -1.40550
C 5.32050 -2.75430 0.99850
H 1.20010 -0.08360 4.65950
H 0.70300 -1.06010 3.27120
H -0.00340 0.55240 3.52580
H 1.95370 2.41210 3.89000
H 1.07150 2.43900 2.34370
H 2.83200 2.52080 2.35260
H 3.49700 0.36090 4.33740
H 4.18470 0.39430 2.70400
H 3.35050 -1.04790 3.28640
H 5.68280 2.20790 1.72250
H 6.82400 2.38010 0.38500
H 5.96990 0.84780 0.63800
H 4.26010 4.11000 1.01730
H 3.66440 4.22790 -0.63250
H 5.38960 4.44970 -0.30050
H 5.09790 0.97540 -1.77610
H 5.91280 2.53110 -2.00160
H 4.17340 2.38740 -2.28490
H 2.15950 -2.59260 -0.36970
H 2.56590 -2.61160 1.33840
H 3.02250 -3.97160 0.30620
H 3.88160 -2.02060 -2.06470
H 4.75520 -3.48510 -1.61310
H 5.58870 -1.92550 -1.61100
H 5.01010 -2.63470 2.03270
H 6.26490 -2.23490 0.85780
H 5.47140 -3.81130 0.80250
C 1.15960 -5.93090 2.75720
S -0.51580 -6.23620 2.11030
C -1.40340 -4.97010 2.93870
C -1.25820 -3.64650 2.66920
S -0.17460 -2.95410 1.58140
S -2.30890 -2.59860 3.65170
C -3.14780 -3.84820 4.53210
S -4.32800 -3.51570 5.61920
S -2.59400 -5.44210 4.14280
H 1.81900 -6.61030 2.22870
H 1.17890 -6.12740 3.82500
H 1.42410 -4.90110 2.53960

Properties
**Multiplicity**: 1
**E_LUMO**: 0.097 eV
**Molecular weight**: 1032.2 g/mol
**DFT total energy**: -5312.82163 a.u.



What did we get for ΔE to the lowest compared entry with this formula, charge and spin? Answer: 0.0; 0.0; 19.5; 25.8 kcal per mole, in the order shown.